Model i:
The following is a quantum chemistry calculation of C4H3O3S as an isolated structure, from the Open Molecules 2025 dataset.

Element x y z (Å)
C: -1.26 -0.11 0.33
C: -0.29 -0.96 -0.20
C: 0.24 1.18 0.49
C: 0.97 -0.14 0.37
O: -0.11 -2.13 -0.64
O: 0.31 2.34 0.26
O: 2.15 -0.05 -0.46
S: -2.92 0.39 0.18
H: 1.45 -0.58 1.34
H: 2.22 -0.93 -0.68
H: -2.78 0.99 -0.99

Summary:
total charge: -1
HOMO energy: -3.527 eV
gap between HOMO and LUMO: 0.2552 Ha
spin multiplicity: 1
lowest unoccupied orbital energy: 3.418 eV

From a natural (NBO) analysis of the wavefunction, the atomic charges in e read: -0.581, 0.396, 0.613, -0.096, -0.735, -0.567, -0.735, -0.018, 0.170, 0.463, 0.091



Model ii:
The following is a quantum chemistry calculation of an isolated ion of composition C4H3O3S and charge -1, from the Open Molecules 2025 dataset.

Element x y z (Å)
C: 1.71 -0.14 0.04
C: 0.21 0.00 -0.10
O: -0.35 1.32 -0.17
C: -1.69 1.07 -0.06
O: -2.45 2.02 0.00
O: -2.00 -0.20 0.08
C: -0.79 -0.92 0.11
S: -0.75 -2.57 0.16
H: 1.98 -0.18 -0.97
H: 1.86 -1.12 0.39
H: 2.27 0.70 0.50

Summary:
total charge: -1
HOMO energy: -2.803 eV
SMILES: Cc1oc(=O)oc1[S-]
gap between HOMO and LUMO: 0.2416 Ha
spin multiplicity: 1
lowest unoccupied orbital energy: 3.771 eV

From a natural (NBO) analysis of the wavefunction, the atomic charges in e read: -0.656, 0.094, -0.481, 0.955, -0.666, -0.467, 0.025, -0.457, 0.205, 0.244, 0.204



Stability, highest: model ii



Model i:
The following is a quantum chemistry calculation of a 2-piece molecular cluster, C3H3O2P overall, from the Open Molecules 2025 dataset.

Element x y z (Å)
C: 1.52 -0.12 -0.05
C: -2.47 1.31 0.24
C: 0.98 -1.33 -0.31
O: -2.48 0.17 0.41
O: -2.54 2.42 -0.05
P: 0.80 1.23 0.82
H: 2.71 -0.11 -0.26
H: 1.51 -2.14 -0.72
H: -0.04 -1.41 -0.09

Summary:
HOMO energy (alpha / beta): -8.140 / -8.236 eV
gap between HOMO and LUMO (alpha / beta): 0.2500 / 0.2468 Ha
spin multiplicity: 1
lowest unoccupied orbital energy (alpha / beta): -1.338 / -1.520 eV

From a natural (NBO) analysis of the wavefunction, the atomic charges in e read: -0.681, 1.025, -0.308, -0.521, -0.508, 0.373, 0.225, 0.201, 0.193



Model ii:
The following is a quantum chemistry calculation of C3H3O2P as an isolated structure, from the Open Molecules 2025 dataset.

Element x y z (Å)
C: 1.35 1.78 -0.05
C: 0.11 1.32 -1.31
C: -1.08 -0.51 0.18
O: 2.37 -0.86 0.04
O: 0.11 -0.57 1.05
P: 1.26 0.08 0.20
H: -1.13 -1.28 -0.70
H: -1.00 0.50 -0.30
H: -2.00 -0.46 0.89

Summary:
HOMO energy (alpha / beta): -9.935 / -9.936 eV
gap between HOMO and LUMO (alpha / beta): 0.2818 / 0.2818 Ha
spin multiplicity: 1
lowest unoccupied orbital energy (alpha / beta): -2.268 / -2.267 eV

From a natural (NBO) analysis of the wavefunction, the atomic charges in e read: -0.539, -0.078, -0.284, -0.963, -0.771, 1.991, 0.219, 0.188, 0.238



Stability, highest: model i



Model i:
The following is a quantum chemistry calculation of C63H72AsGe2N6S8Ti as an isolated structure, from the Open Molecules 2025 dataset.

Element x y z (Å)
Ti: -2.27 2.22 0.68
N: -0.54 2.48 4.26
C: -1.25 1.68 5.22
C: -1.99 0.56 4.49
N: -2.82 1.09 3.44
C: -3.85 0.17 2.99
C: -3.26 -0.74 1.91
N: -2.93 0.04 0.72
H: 0.02 1.90 3.65
H: 0.06 3.17 4.71
H: -1.98 2.32 5.73
H: -0.60 1.22 5.99
H: -2.59 -0.01 5.23
H: -1.25 -0.12 4.05
H: -3.25 1.96 3.77
H: -4.68 0.74 2.55
H: -4.25 -0.44 3.82
H: -3.98 -1.55 1.66
H: -2.34 -1.20 2.28
H: -3.77 0.13 0.12
H: -2.25 -0.50 0.18
S: -2.57 6.17 -0.35
As: -2.78 4.19 -1.00
S: -4.71 2.39 0.23
S: -3.97 3.39 1.86
S: -3.45 4.35 -2.98
C: 5.79 0.55 -4.53
C: 4.31 0.26 -4.57
C: 3.38 1.28 -4.61
C: 2.02 1.02 -4.72
C: 1.02 2.13 -4.76
C: 1.59 -0.31 -4.80
C: 2.52 -1.35 -4.70
C: 2.04 -2.77 -4.71
C: 3.87 -1.06 -4.59
C: 0.18 -0.64 -5.07
C: -0.18 -0.80 -6.41
C: -1.47 -1.15 -6.75
C: -2.40 -1.38 -5.76
C: -2.06 -1.23 -4.42
C: -0.77 -0.83 -4.08
Ge: -0.44 -0.34 -2.16
S: -1.64 1.38 -1.65
S: 1.77 -0.08 -1.59
Ge: 1.01 -0.97 0.39
S: 0.19 0.44 1.76
S: -0.70 -2.08 -0.69
C: 2.33 -2.29 1.18
C: 3.63 -1.86 1.42
C: 4.55 -2.71 2.02
C: 4.20 -3.99 2.39
C: 2.91 -4.43 2.14
C: 1.97 -3.59 1.55
C: 0.64 -4.18 1.31
C: -0.37 -4.06 2.26
C: -0.14 -3.22 3.48
C: -1.57 -4.74 2.07
C: -1.78 -5.54 0.96
C: -3.05 -6.31 0.78
C: -0.77 -5.62 0.01
C: 0.43 -4.96 0.17
C: 1.50 -5.03 -0.88
C: 4.09 -0.51 1.01
C: 4.71 -0.34 -0.22
C: 4.94 -1.50 -1.15
C: 5.13 0.93 -0.61
C: 4.96 2.02 0.22
C: 5.36 3.40 -0.23
C: 4.40 1.82 1.47
C: 3.96 0.57 1.88
C: 3.36 0.40 3.25
C: -3.06 -1.56 -3.38
C: -4.04 -0.65 -2.99
C: -4.18 0.70 -3.62
C: -4.95 -1.02 -2.00
C: -4.92 -2.28 -1.42
C: -5.93 -2.68 -0.39
C: -3.97 -3.19 -1.87
C: -3.04 -2.85 -2.83
C: -2.04 -3.86 -3.29
H: 5.97 1.62 -4.50
H: 6.27 0.13 -5.41
H: 6.25 0.09 -3.65
H: 3.71 2.31 -4.55
H: 1.51 3.10 -4.82
H: 0.41 2.12 -3.85
H: 0.34 2.02 -5.60
H: 1.58 -3.03 -5.66
H: 1.29 -2.92 -3.93
H: 2.87 -3.46 -4.53
H: 4.58 -1.87 -4.52
H: 0.57 -0.64 -7.18
H: -1.75 -1.26 -7.80
H: -3.41 -1.69 -6.01
H: 5.56 -2.34 2.19
H: 4.92 -4.65 2.85
H: 2.61 -5.44 2.41
H: 0.71 -3.60 4.05
H: -1.02 -3.20 4.12
H: 0.09 -2.20 3.18
H: -2.35 -4.64 2.82
H: -3.79 -6.03 1.53
H: -2.86 -7.38 0.87
H: -3.47 -6.13 -0.21
H: -0.93 -6.23 -0.88
H: 1.19 -5.69 -1.69
H: 2.44 -5.40 -0.46
H: 1.68 -4.03 -1.28
H: 5.01 -2.44 -0.61
H: 5.86 -1.35 -1.72
H: 4.12 -1.56 -1.86
H: 5.58 1.05 -1.58
H: 6.13 3.34 -1.00
H: 5.72 3.99 0.60
H: 4.49 3.91 -0.66
H: 4.29 2.66 2.15
H: 3.52 1.29 3.85
H: 3.79 -0.46 3.76
H: 2.29 0.24 3.15
H: -3.37 0.92 -4.30
H: -4.20 1.48 -2.86
H: -5.12 0.76 -4.17
H: -5.68 -0.29 -1.68
H: -6.35 -1.80 0.09
H: -5.48 -3.31 0.37
H: -6.74 -3.24 -0.85
H: -3.95 -4.18 -1.44
H: -2.37 -4.87 -3.05
H: -1.09 -3.69 -2.78
H: -1.86 -3.79 -4.36
C: 1.53 3.59 0.74
C: 0.23 3.30 0.35
N: -0.83 3.57 1.15
C: -0.65 4.28 2.26
C: 0.63 4.68 2.71
C: 1.73 4.25 1.93
C: 0.94 5.37 3.92
C: 0.26 6.10 4.86
C: -1.08 6.55 4.97
C: -1.43 7.45 6.02
C: -2.73 7.88 6.08
N: -3.67 7.52 5.20
C: -3.24 6.70 4.24
N: -2.04 6.20 4.09
H: 2.34 3.28 0.10
H: 0.05 2.88 -0.64
H: -1.54 4.58 2.81
H: 2.74 4.46 2.26
H: 2.01 5.33 4.12
H: 0.88 6.45 5.68
H: -0.70 7.78 6.74
H: -3.06 8.55 6.87
H: -3.97 6.41 3.49

Summary:
total charge: -2
HOMO energy (alpha / beta): -0.312 / -2.365 eV
gap between HOMO and LUMO (alpha / beta): 0.1430 / 0.2184 Ha
⟨S²⟩: 0.80
spin multiplicity: 2
lowest unoccupied orbital energy (alpha / beta): 3.579 / 3.578 eV

Löwdin population analysis, charges in e, atoms 1 to 99: 0.215, 0.022, -0.271, -0.260, -0.127, -0.251, -0.229, -0.147, -0.020, 0.065, 0.112, 0.104, 0.112, 0.060, 0.042, 0.068, 0.111, 0.109, 0.086, 0.000, -0.061, -0.106, -0.008, 0.018, 0.092, -0.137, -0.057, -0.277, -0.014, -0.243, -0.014, -0.196, -0.236, -0.021, -0.035, -0.221, -0.035, -0.069, -0.032, -0.231, -0.182, 0.128, 0.221, 0.336, 0.073, 0.289, 0.349, -0.168, -0.228, -0.043, -0.073, -0.041, -0.219, -0.197, -0.220, -0.027, -0.010, -0.276, -0.055, -0.028, -0.265, -0.031, -0.168, -0.248, -0.038, -0.018, -0.271, -0.048, -0.014, -0.207, -0.045, -0.162, -0.225, -0.080, -0.019, -0.273, -0.055, -0.020, -0.247, -0.047, 0.072, 0.076, 0.055, 0.113, 0.080, 0.062, 0.087, 0.082, 0.074, 0.075, 0.116, 0.121, 0.098, 0.121, 0.121, 0.096, 0.121, 0.085, 0.076



Model ii:
The following is a quantum chemistry calculation of C63H72AsGe2N6S8Ti as an isolated structure, from the Open Molecules 2025 dataset.

Element x y z (Å)
Ti: 0.48 0.51 0.01
N: 0.67 -2.03 0.53
C: -0.17 -2.90 -0.29
C: -0.43 -2.17 -1.60
N: -0.88 -0.81 -1.31
C: -2.28 -0.76 -0.83
C: -2.33 -0.53 0.67
N: -1.38 0.53 1.05
H: 0.64 -2.29 1.51
H: 1.63 -2.07 0.22
H: 0.30 -3.87 -0.50
H: -1.10 -3.09 0.24
H: 0.49 -2.10 -2.17
H: -1.17 -2.72 -2.19
H: -0.84 -0.30 -2.21
H: -2.78 0.07 -1.33
H: -2.81 -1.68 -1.09
H: -3.35 -0.27 0.95
H: -2.05 -1.43 1.22
H: -1.75 1.45 0.82
H: -1.25 0.45 2.08
S: 1.81 3.45 3.41
As: 2.26 2.31 1.69
S: 1.69 0.19 2.00
S: 0.82 2.77 0.07
S: 4.28 2.53 1.16
C: 5.93 6.36 -4.01
C: 5.44 4.94 -4.18
C: 4.80 4.57 -5.36
C: 4.44 3.25 -5.60
C: 3.75 2.87 -6.89
C: 4.73 2.28 -4.63
C: 5.32 2.64 -3.42
C: 5.66 1.63 -2.36
C: 5.65 3.98 -3.21
C: 4.58 0.84 -5.01
C: 5.60 0.34 -5.82
C: 5.57 -0.96 -6.29
C: 4.49 -1.77 -5.95
C: 3.48 -1.30 -5.11
C: 3.52 0.02 -4.64
Ge: 2.08 0.75 -3.42
S: 2.36 0.00 -1.39
S: 1.74 2.96 -3.56
Ge: -0.48 2.39 -3.61
S: -1.57 2.21 -1.79
S: 0.05 0.25 -4.34
C: -1.49 3.48 -4.96
C: -2.58 2.93 -5.65
C: -3.29 3.70 -6.57
C: -2.95 5.03 -6.78
C: -1.91 5.59 -6.07
C: -1.18 4.83 -5.16
C: -0.11 5.52 -4.38
C: -0.38 6.01 -3.10
C: -1.75 5.91 -2.46
C: 0.63 6.65 -2.38
C: 1.89 6.84 -2.92
C: 2.97 7.50 -2.11
C: 2.13 6.38 -4.21
C: 1.16 5.72 -4.94
C: 1.49 5.16 -6.30
C: -3.02 1.52 -5.43
C: -2.43 0.47 -6.15
C: -1.36 0.73 -7.18
C: -2.82 -0.84 -5.89
C: -3.79 -1.13 -4.94
C: -4.20 -2.55 -4.65
C: -4.41 -0.07 -4.28
C: -4.05 1.25 -4.52
C: -4.80 2.36 -3.84
C: 2.41 -2.29 -4.79
C: 2.60 -3.25 -3.79
C: 3.84 -3.26 -2.94
C: 1.62 -4.22 -3.60
C: 0.48 -4.28 -4.38
C: -0.58 -5.32 -4.15
C: 0.33 -3.35 -5.40
C: 1.29 -2.37 -5.63
C: 1.14 -1.42 -6.79
H: 5.13 7.08 -4.21
H: 6.74 6.56 -4.71
H: 6.30 6.52 -3.00
H: 4.60 5.32 -6.12
H: 3.53 3.76 -7.47
H: 2.82 2.35 -6.67
H: 4.38 2.21 -7.49
H: 5.41 0.62 -2.67
H: 5.12 1.86 -1.44
H: 6.72 1.67 -2.12
H: 6.11 4.26 -2.27
H: 6.44 0.99 -6.07
H: 6.36 -1.35 -6.91
H: 4.44 -2.78 -6.32
H: -4.12 3.25 -7.10
H: -3.52 5.62 -7.49
H: -1.66 6.64 -6.20
H: -2.52 5.68 -3.19
H: -1.99 6.85 -1.96
H: -1.75 5.12 -1.71
H: 0.42 6.99 -1.37
H: 2.54 8.18 -1.38
H: 3.66 8.04 -2.74
H: 3.53 6.74 -1.56
H: 3.12 6.51 -4.64
H: 2.45 5.54 -6.65
H: 0.72 5.40 -7.03
H: 1.56 4.07 -6.23
H: -1.45 1.73 -7.61
H: -1.43 -0.01 -7.98
H: -0.38 0.64 -6.72
H: -2.35 -1.64 -6.44
H: -3.54 -3.26 -5.16
H: -5.22 -2.73 -4.98
H: -4.15 -2.75 -3.58
H: -5.19 -0.28 -3.55
H: -5.68 1.96 -3.33
H: -5.12 3.12 -4.55
H: -4.16 2.83 -3.09
H: 4.73 -3.07 -3.55
H: 3.95 -4.21 -2.43
H: 3.79 -2.46 -2.20
H: 1.77 -4.97 -2.83
H: -0.37 -5.91 -3.25
H: -0.64 -6.01 -5.00
H: -1.56 -4.86 -4.04
H: -0.54 -3.40 -6.05
H: 0.18 -1.56 -7.29
H: 1.94 -1.57 -7.51
H: 1.20 -0.38 -6.45
C: -0.30 -0.14 5.81
C: -0.63 0.29 4.53
N: -1.20 -0.54 3.65
C: -1.42 -1.81 3.99
C: -1.09 -2.36 5.24
C: -0.53 -1.45 6.16
C: -1.26 -3.73 5.64
C: -1.72 -4.92 5.07
C: -2.34 -5.32 3.86
C: -2.68 -6.71 3.71
C: -3.30 -7.11 2.56
N: -3.61 -6.27 1.55
C: -3.26 -5.01 1.77
N: -2.66 -4.48 2.82
H: 0.16 0.56 6.50
H: -0.42 1.30 4.20
H: -1.89 -2.44 3.25
H: -0.27 -1.80 7.16
H: -0.91 -3.89 6.66
H: -1.61 -5.77 5.73
H: -2.46 -7.41 4.50
H: -3.58 -8.15 2.41
H: -3.51 -4.31 0.97

Summary:
total charge: -2
HOMO energy (alpha / beta): -0.701 / -2.523 eV
gap between HOMO and LUMO (alpha / beta): 0.1565 / 0.2235 Ha
⟨S²⟩: 0.79
spin multiplicity: 2
lowest unoccupied orbital energy (alpha / beta): 3.559 / 3.559 eV

Löwdin population analysis, charges in e, atoms 1 to 99: 0.143, -0.061, -0.214, -0.222, -0.167, -0.228, -0.208, -0.095, 0.065, 0.032, 0.116, 0.098, 0.074, 0.120, -0.031, 0.042, 0.119, 0.126, 0.086, 0.048, 0.043, -0.176, -0.496, 0.194, 0.096, -0.118, -0.054, -0.269, -0.037, -0.235, -0.041, -0.187, -0.205, -0.039, 0.008, -0.219, -0.035, -0.069, -0.046, -0.211, -0.186, 0.112, 0.222, 0.369, 0.098, 0.194, 0.390, -0.173, -0.219, -0.048, -0.075, -0.042, -0.219, -0.180, -0.205, -0.037, -0.004, -0.255, -0.044, -0.023, -0.256, -0.042, -0.155, -0.258, -0.063, -0.030, -0.268, -0.049, -0.014, -0.211, -0.037, -0.148, -0.209, -0.027, -0.027, -0.278, -0.048, -0.013, -0.243, -0.072, 0.050, 0.077, 0.078, 0.110, 0.066, 0.077, 0.079, 0.066, 0.010, 0.086, 0.124, 0.123, 0.098, 0.122, 0.119, 0.096, 0.120, 0.074, 0.078



Stability, highest: model ii



Model i:
The following is a quantum chemistry calculation of an isolated molecule of C6H6N2O, from the Open Molecules 2025 dataset.

Element x y z (Å)
O: 1.57 -1.63 -1.76
N: 0.25 -1.80 -1.93
C: -0.57 -1.19 -1.30
C: -0.39 -0.21 -0.20
C: 0.78 0.37 0.10
C: 0.81 1.41 1.05
C: -0.31 1.69 1.73
N: -1.49 1.16 1.48
C: -1.51 0.24 0.50
H: 2.08 -2.17 -2.11
H: -1.72 -1.46 -1.57
H: 1.56 -0.11 -0.39
H: 1.59 1.84 1.45
H: -0.18 2.19 2.51
H: -2.47 -0.32 0.44

Summary:
HOMO energy: -9.492 eV
SMILES: O/N=C\c1cccnc1
gap between HOMO and LUMO: 0.3767 Ha
spin multiplicity: 1
lowest unoccupied orbital energy: 0.760 eV

From a natural (NBO) analysis of the wavefunction, the atomic charges in e read: -0.549, -0.131, 0.061, -0.184, -0.140, -0.238, 0.048, -0.403, 0.072, 0.462, 0.199, 0.241, 0.204, 0.167, 0.192



Model ii:
The following is a quantum chemistry calculation of an isolated molecule of C6H6N2O, from the Open Molecules 2025 dataset.

Element x y z (Å)
H: -0.28 2.97 0.13
N: 0.43 2.28 0.01
C: -0.05 1.08 -0.04
C: -1.42 0.69 -0.01
C: -1.82 -0.61 0.02
C: -0.89 -1.64 -0.03
C: 0.44 -1.34 -0.02
N: 0.87 -0.02 -0.03
C: 2.25 0.18 -0.04
O: 3.11 -0.68 0.02
H: -2.16 1.48 -0.04
H: -2.89 -0.87 0.03
H: -1.22 -2.66 -0.09
H: 1.17 -2.09 0.24
H: 2.46 1.23 -0.16

Summary:
HOMO energy: -8.379 eV
SMILES: [H]/N=c1\ccccn1C=O
gap between HOMO and LUMO: 0.2959 Ha
spin multiplicity: 1
lowest unoccupied orbital energy: -0.327 eV

From a natural (NBO) analysis of the wavefunction, the atomic charges in e read: 0.349, -0.721, 0.402, -0.285, -0.139, -0.314, 0.067, -0.452, 0.554, -0.547, 0.223, 0.223, 0.228, 0.245, 0.166



Stability, highest: model ii